DFT (ωB97M-V/def2-TZVPD) results for a cluster of 6 separate species, C25H37ClIN4O11P in total.

Calculated values
- lowest unoccupied orbital energy (eV) = -0.91
- SMILES = OP(I)c1nnc(CCCCl)nn1.O=C1CCCO1.O=C1CCCO1.O=C1CCCO1.O=C1CCCO1.O=C1CCCO1
- molar mass (g/mol) = 762.92
- calculated total energy (hartree) = -3120.772461
- orbital gap (eV) = 8.471

Structure (ORCA input):
```
! wB97M-V def2-TZVPD RIJCOSX def2/J DEFGRID3
* xyz 0 1
O -2.325 1.028 6.935
P -2.400 0.006 5.661
I -2.285 1.546 3.790
C -4.240 -0.312 5.636
N -4.760 -0.584 6.838
N -6.032 -0.846 6.913
C -6.737 -0.866 5.775
C -8.213 -1.080 5.872
C -8.983 0.251 5.935
C -9.061 0.927 4.571
Cl -9.150 2.707 4.704
N -6.194 -0.697 4.565
N -4.925 -0.406 4.496
H -2.422 1.963 6.717
H -8.538 -1.665 5.009
H -8.404 -1.656 6.778
H -8.500 0.920 6.651
H -9.986 0.057 6.321
H -8.187 0.701 3.963
H -9.954 0.622 4.029
O -0.672 3.217 0.626
C 0.242 3.602 1.295
C 1.115 4.829 1.115
C 2.312 4.531 2.011
C 1.687 3.644 3.082
O 0.645 2.923 2.399
H 0.543 5.700 1.443
H 1.350 4.954 0.060
H 2.805 5.410 2.420
H 3.044 3.949 1.452
H 1.238 4.215 3.898
H 2.371 2.908 3.499
O 4.738 2.612 0.235
C 3.934 1.770 -0.059
C 3.261 0.752 0.844
C 2.655 -0.243 -0.140
C 2.414 0.638 -1.358
O 3.463 1.633 -1.313
H 2.489 1.277 1.415
H 3.986 0.342 1.543
H 1.743 -0.724 0.204
H 3.380 -1.019 -0.389
H 1.455 1.157 -1.317
H 2.490 0.106 -2.302
O 0.041 -1.075 -2.120
C -0.445 -2.027 -1.584
C -1.880 -2.512 -1.627
C -1.961 -3.468 -0.443
C -0.520 -3.961 -0.346
O 0.287 -2.861 -0.802
H -2.028 -3.018 -2.585
H -2.556 -1.662 -1.586
H -2.672 -4.281 -0.571
H -2.227 -2.919 0.461
H -0.334 -4.815 -1.002
H -0.197 -4.210 0.662
O 3.670 -0.956 -7.042
C 3.834 0.014 -6.350
C 5.133 0.675 -5.947
C 4.736 1.487 -4.722
C 3.265 1.782 -5.009
O 2.798 0.656 -5.776
H 5.483 1.281 -6.787
H 5.864 -0.103 -5.748
H 5.322 2.385 -4.545
H 4.814 0.849 -3.842
H 3.122 2.687 -5.602
H 2.647 1.841 -4.116
O 5.487 -1.497 -3.775
C 4.569 -2.221 -4.041
C 4.465 -3.294 -5.102
C 2.958 -3.463 -5.265
C 2.448 -3.082 -3.877
O 3.388 -2.110 -3.389
H 4.959 -4.193 -4.722
H 4.983 -2.968 -6.000
H 2.649 -4.463 -5.562
H 2.594 -2.748 -6.002
H 2.448 -3.930 -3.187
H 1.466 -2.613 -3.871
*
```